(1)
ORCA calculation (ωB97M-V/def2-TZVPD) on a molecular structure, C40H62BN5OPdS2Si4Te2.

Each line ends with the Mulliken spin population.
Positions of all 118 atoms, in Å:
Pd (0.914, 0.929, 1.939)  1.00
C (3.331, -0.930, 4.419)  0.00
N (2.274, -0.419, 5.263)  0.02
C (2.444, 0.179, 6.490)  0.02
C (1.214, 0.574, 6.896)  0.00
N (0.308, 0.226, 5.926)  0.02
B (-1.205, 0.531, 6.060)  -0.01
N (-1.758, 1.416, 4.873)  0.03
C (-3.119, 1.509, 4.751)  0.00
C (-3.404, 2.388, 3.760)  0.03
N (-2.202, 2.824, 3.268)  0.01
C (-2.008, 3.784, 2.196)  0.01
C (-1.205, 2.224, 3.963)  -0.03
S (0.456, 2.541, 3.628)  0.33
C (0.970, -0.363, 4.925)  -0.01
S (0.311, -0.956, 3.446)  0.27
H (4.274, -0.836, 4.953)  0.00
H (3.377, -0.363, 3.490)  0.01
H (3.146, -1.977, 4.186)  0.00
H (3.406, 0.249, 6.964)  0.00
H (0.899, 1.063, 7.799)  0.00
H (-1.851, -0.482, 6.053)  0.00
H (-1.340, 1.165, 7.073)  0.00
H (-3.774, 0.942, 5.386)  0.00
H (-4.344, 2.739, 3.379)  0.01
H (-2.954, 3.897, 1.674)  0.00
H (-1.244, 3.422, 1.508)  0.00
H (-1.699, 4.748, 2.599)  0.00
C (-3.318, -2.666, -1.053)  0.02
Si (-4.433, -1.227, -0.586)  0.07
C (-4.898, -1.343, 1.231)  0.01
C (-5.980, -1.282, -1.649)  0.01
Si (-3.311, 0.854, -0.879)  0.24
Te (-1.173, 0.225, 0.332)  0.80
Si (-2.340, 1.067, -3.022)  0.03
C (-3.729, 0.949, -4.297)  0.02
C (-1.442, 2.708, -3.151)  0.00
C (-1.081, -0.295, -3.342)  0.04
Si (-4.665, 2.757, -0.608)  -0.02
C (-5.547, 2.940, 1.048)  0.00
C (-3.688, 4.320, -1.009)  0.00
C (-6.003, 2.518, -1.909)  0.00
H (-3.802, -3.594, -0.739)  0.00
H (-2.338, -2.625, -0.578)  0.00
H (-3.172, -2.717, -2.134)  0.00
H (-5.281, -2.339, 1.463)  0.00
H (-5.679, -0.620, 1.475)  0.00
H (-4.049, -1.152, 1.891)  0.00
H (-6.444, -2.261, -1.501)  0.00
H (-5.770, -1.176, -2.713)  0.00
H (-6.712, -0.527, -1.363)  0.00
H (-4.092, 1.934, -4.591)  0.00
H (-4.586, 0.366, -3.956)  0.00
H (-3.336, 0.460, -5.192)  0.00
H (-2.122, 3.549, -3.297)  0.00
H (-0.759, 2.674, -4.004)  0.00
H (-0.845, 2.908, -2.258)  0.01
H (-1.449, -1.287, -3.074)  0.01
H (-0.161, -0.116, -2.779)  -0.01
H (-0.818, -0.304, -4.402)  0.00
H (-5.092, 3.730, 1.646)  0.00
H (-5.589, 2.031, 1.646)  0.00
H (-6.575, 3.249, 0.843)  0.00
H (-2.612, 4.226, -0.857)  0.00
H (-4.049, 5.140, -0.383)  0.00
H (-3.844, 4.613, -2.049)  0.00
H (-6.688, 1.708, -1.658)  0.00
H (-5.636, 2.357, -2.922)  0.00
H (-6.578, 3.450, -1.908)  0.00
C (2.939, -7.420, -1.607)  0.00
C (2.744, -6.006, -1.140)  0.00
C (3.491, -5.494, -0.086)  0.01
C (3.347, -4.183, 0.351)  -0.05
C (4.199, -3.693, 1.490)  0.05
C (2.412, -3.370, -0.297)  0.09
Te (2.352, -1.313, 0.265)  0.58
N (2.262, 1.118, -0.045)  1.05
C (1.634, 2.074, -0.721)  -0.13
O (0.659, 2.633, -0.163)  0.21
C (2.119, 2.466, -2.065)  0.05
C (2.722, 1.540, -2.908)  0.01
C (3.129, 1.925, -4.176)  0.00
C (2.950, 3.237, -4.592)  0.01
C (2.360, 4.167, -3.744)  0.00
C (1.939, 3.782, -2.483)  0.01
C (4.244, -0.992, -0.613)  0.07
C (4.438, -1.565, -1.866)  0.00
C (5.620, -1.347, -2.554)  0.00
C (6.605, -0.557, -1.980)  0.03
C (6.406, -0.002, -0.726)  -0.01
C (5.226, -0.202, -0.013)  -0.03
C (5.090, 0.377, 1.366)  0.02
C (1.635, -3.858, -1.350)  -0.01
C (0.627, -3.006, -2.070)  0.10
C (1.815, -5.176, -1.753)  0.00
H (3.531, -7.994, -0.896)  0.00
H (3.458, -7.442, -2.567)  0.00
H (1.984, -7.927, -1.742)  0.00
H (4.203, -6.137, 0.418)  0.00
H (4.632, -4.534, 2.030)  0.00
H (3.616, -3.105, 2.202)  0.00
H (5.021, -3.066, 1.133)  -0.01
H (2.868, 0.519, -2.576)  0.00
H (3.591, 1.203, -4.836)  0.00
H (3.275, 3.540, -5.579)  0.00
H (2.228, 5.191, -4.069)  0.00
H (1.467, 4.488, -1.813)  0.01
H (3.674, -2.195, -2.306)  0.00
H (5.768, -1.791, -3.529)  0.00
H (7.533, -0.377, -2.506)  0.00
H (7.186, 0.602, -0.279)  0.00
H (5.860, 1.124, 1.544)  0.00
H (5.211, -0.408, 2.118)  -0.01
H (4.119, 0.852, 1.513)  0.00
H (0.210, -2.226, -1.428)  0.01
H (-0.206, -3.610, -2.429)  0.00
H (1.062, -2.506, -2.940)  -0.01
H (1.208, -5.566, -2.563)  0.00

* net charge: +1
* ΔE to the lowest compared entry with this formula, charge and spin: 24.7 kcal per mole
* multiplicity: 6

(2)
ORCA calculation (ωB97M-V/def2-TZVPD) on a single C6H9N molecule.

Each line ends with the natural charge from an NBO analysis.
Positions of all 16 atoms, in Å:
C (-1.741, 1.692, 0.896)  -0.63
C (-0.634, 0.927, 0.218)  -0.08
C (-0.641, 0.687, -1.127)  -0.09
N (0.308, -0.281, -1.391)  -0.51
C (0.932, -0.628, -0.234)  0.15
C (1.847, -1.813, -0.094)  -0.64
C (0.376, 0.084, 0.816)  -0.32
H (-1.550, 1.470, 1.960)  0.21
H (-2.772, 1.380, 0.736)  0.21
H (-1.748, 2.778, 0.848)  0.21
H (-1.187, 1.108, -1.953)  0.21
H (0.314, -0.836, -2.223)  0.41
H (2.323, -2.039, -1.055)  0.21
H (1.251, -2.732, -0.003)  0.22
H (2.499, -1.621, 0.747)  0.23
H (0.422, -0.173, 1.860)  0.22

* ΔE to the lowest compared entry with this formula, charge and spin: 15.4 kcal per mole
* multiplicity: 1
* SMILES string: Cc1c[nH]c(C)c1

(3)
ORCA calculation (ωB97M-V/def2-TZVPD) on 3 unconnected molecules or ions with the total composition C4H11NO2.

Each line ends with the natural charge from an NBO analysis.
Positions of all 18 atoms, in Å:
N (2.881, 0.493, 0.080)  -0.89
C (1.612, 1.083, 0.353)  -0.17
C (0.479, 0.920, -0.415)  -0.39
C (-0.746, 1.543, 0.047)  -0.34
C (-2.028, 1.051, -0.134)  -0.73
H (3.606, 0.621, 0.753)  0.36
H (3.045, -0.013, -0.766)  0.37
H (1.583, 1.567, 1.318)  0.16
H (0.523, 0.308, -1.313)  0.17
H (-0.519, 2.468, 0.564)  0.18
H (-2.853, 1.398, 0.487)  0.17
H (-2.395, 0.242, -0.759)  0.14
H (-1.809, -1.077, 0.369)  0.48
H (-0.590, -0.562, 1.211)  0.50
O (-1.257, -1.250, 1.135)  -1.00
H (-0.507, -2.158, -1.036)  0.49
H (-0.564, -3.565, -0.537)  0.47
O (-0.462, -3.070, -1.357)  -0.96

* net charge: -1
* ΔE to the lowest compared entry with this formula, charge and spin: 59.2 kcal per mole
* multiplicity: 2

(4)
ORCA calculation (ωB97M-V/def2-TZVPD) on a molecular structure, C11H7GaN2O6.

Each line ends with the natural charge from an NBO analysis.
Positions of all 27 atoms, in Å:
O (-2.327, -3.046, 0.118)  -0.35
C (-1.612, -2.181, -0.019)  0.50
Ga (0.135, 0.224, -0.041)  0.98
O (1.967, -1.550, 1.750)  -0.22
C (1.262, -1.036, 1.003)  0.56
C (1.424, 1.931, -0.164)  0.55
O (1.948, 2.947, -0.289)  -0.27
C (-1.199, 1.201, -1.129)  0.02
O (-1.350, 2.203, -1.775)  -0.39
C (0.976, -0.747, -2.186)  0.56
O (1.502, -1.089, -3.139)  -0.31
H (-1.982, 0.291, -0.956)  0.11
N (-1.876, -0.857, 6.337)  -0.79
C (-1.701, -1.139, 5.002)  0.64
O (-1.774, -2.273, 4.545)  -0.57
C (-1.447, 0.041, 4.116)  -0.12
C (-1.493, 1.386, 4.506)  -0.07
C (-1.217, 2.389, 3.584)  -0.20
C (-0.877, 2.033, 2.275)  0.06
N (-0.806, 0.747, 1.915)  -0.58
C (-1.114, -0.237, 2.783)  0.08
H (-1.933, -1.667, 6.951)  0.44
H (-1.550, -0.007, 6.754)  0.40
H (-1.751, 1.635, 5.530)  0.25
H (-1.242, 3.440, 3.844)  0.27
H (-0.667, 2.782, 1.510)  0.23
H (-1.064, -1.258, 2.401)  0.23

* net charge: +2
* ΔE to the lowest compared entry with this formula, charge and spin: 21.2 kcal per mole
* multiplicity: 1

(5)
ORCA calculation (ωB97M-V/def2-TZVPD) on 3 unconnected molecules or ions with the total composition C33H62ClFN2O10P.

Each line ends with the Mulliken charge.
Positions of all 110 atoms, in Å:
C (0.860, 0.158, 3.259)  -0.22
C (2.008, 0.947, 4.048)  -0.61
C (1.935, 2.510, 3.784)  -0.57
C (3.026, 3.057, 2.780)  -0.89
C (3.253, 2.107, 1.501)  0.82
C (3.499, 3.067, 0.271)  -1.00
C (3.886, 2.354, -1.097)  -0.56
C (3.277, 0.908, -1.326)  0.39
C (4.430, -0.202, -1.392)  -1.25
C (4.943, -0.677, 0.024)  0.05
C (5.987, -1.850, -0.190)  -0.95
C (5.350, -3.287, -0.463)  -0.93
C (3.776, -3.368, -0.319)  0.27
C (3.364, -4.906, -0.301)  -0.79
C (1.939, -5.113, -0.986)  -0.83
C (0.771, -4.949, 0.068)  -0.77
C (0.338, -3.455, 0.323)  0.32
C (-0.651, -3.465, 1.595)  -0.80
C (-2.037, -2.835, 1.297)  0.60
C (-3.357, -3.378, 1.542)  0.05
C (-3.421, -4.812, 2.154)  -1.34
C (-3.095, -5.810, 0.962)  0.70
O (-3.192, -5.485, -0.173)  -0.39
F (-2.649, -7.068, 1.307)  -0.29
N (-4.412, -2.478, 1.166)  0.53
P (-6.111, -2.804, 1.378)  0.73
O (-6.256, -4.283, 1.258)  -0.65
O (-7.071, -2.124, 0.230)  -0.38
O (-6.708, -2.382, 2.863)  -0.50
C (-3.727, -1.374, 0.653)  -0.76
C (-4.345, -0.076, 0.057)  1.51
C (-5.216, 0.761, 1.080)  -1.44
C (-5.082, -0.409, -1.322)  -0.44
C (-4.182, -0.088, -2.602)  -1.15
N (-2.378, -1.566, 0.721)  0.08
Cl (-1.102, -0.544, 0.253)  0.16
H (1.247, -0.802, 2.801)  -0.07
H (0.486, 0.836, 2.439)  -0.17
H (0.004, -0.051, 3.957)  0.41
H (1.934, 0.707, 5.152)  0.40
H (3.015, 0.579, 3.706)  0.26
H (2.082, 3.062, 4.762)  0.35
H (0.882, 2.727, 3.418)  0.19
H (2.676, 4.076, 2.432)  0.35
H (4.013, 3.138, 3.308)  0.35
H (2.280, 1.561, 1.298)  -0.26
H (4.082, 1.379, 1.688)  0.08
H (2.651, 3.805, 0.125)  0.35
H (4.390, 3.714, 0.553)  0.22
H (3.479, 3.017, -1.923)  0.11
H (5.010, 2.396, -1.225)  0.44
H (2.831, 0.915, -2.371)  0.07
H (2.436, 0.630, -0.636)  -0.24
H (4.117, -1.044, -2.075)  0.46
H (5.305, 0.312, -1.895)  0.39
H (5.536, 0.189, 0.458)  0.45
H (4.133, -0.898, 0.767)  -0.05
H (6.687, -1.944, 0.691)  0.40
H (6.607, -1.572, -1.092)  0.26
H (5.622, -3.706, -1.472)  0.39
H (5.772, -3.989, 0.321)  0.28
H (3.509, -2.946, 0.697)  -0.06
H (3.222, -2.779, -1.103)  0.18
H (3.338, -5.213, 0.789)  0.32
H (4.135, -5.574, -0.788)  0.45
H (1.904, -6.190, -1.338)  0.35
H (1.815, -4.481, -1.910)  0.37
H (-0.121, -5.570, -0.227)  0.17
H (1.143, -5.389, 1.046)  0.40
H (-0.134, -2.951, -0.563)  0.44
H (1.244, -2.866, 0.624)  -0.31
H (-0.173, -2.858, 2.421)  0.26
H (-0.751, -4.517, 1.990)  0.45
H (-4.391, -5.065, 2.652)  0.48
H (-2.600, -4.892, 2.913)  0.49
H (-7.986, -2.008, 0.573)  0.37
H (-6.014, -2.054, 3.468)  0.37
H (-3.469, 0.590, -0.217)  -0.48
H (-5.368, 1.825, 0.738)  0.42
H (-4.593, 0.848, 2.027)  0.34
H (-6.181, 0.274, 1.378)  0.31
H (-5.229, -1.532, -1.341)  0.18
H (-6.074, 0.108, -1.327)  0.49
H (-4.875, -0.097, -3.483)  0.42
H (-3.604, 0.864, -2.478)  0.25
H (-3.499, -0.984, -2.725)  0.25
C (0.007, 2.598, -3.499)  -0.06
O (0.289, 3.025, -4.827)  -0.35
C (1.421, 3.737, -4.942)  0.77
O (2.170, 4.020, -4.042)  -0.54
O (1.569, 4.075, -6.225)  -0.35
C (2.742, 4.842, -6.498)  -0.62
H (-0.926, 2.034, -3.523)  0.16
H (0.798, 1.943, -3.128)  -0.06
H (-0.125, 3.457, -2.838)  0.27
H (3.640, 4.276, -6.247)  0.29
H (2.719, 5.788, -5.956)  0.29
H (2.755, 5.056, -7.566)  0.22
C (-4.532, 7.040, 0.549)  -0.64
O (-4.279, 5.681, 0.914)  -0.32
C (-3.103, 5.209, 0.490)  0.74
O (-2.282, 5.815, -0.145)  -0.52
O (-2.996, 3.932, 0.898)  -0.23
C (-1.779, 3.299, 0.512)  -0.48
H (-5.509, 7.311, 0.945)  0.23
H (-3.784, 7.701, 0.988)  0.30
H (-4.554, 7.150, -0.536)  0.30
H (-0.920, 3.811, 0.949)  0.44
H (-1.693, 3.260, -0.576)  0.24
H (-1.802, 2.277, 0.894)  -0.09

* E_tot: -3057.654771 Eh
* net charge: +1
* multiplicity: 1

Number 1: F_max 0.67 eV/A. Number 2: F_max 2.12 eV/A. Number 3: F_max 2.23 eV/A. Number 4: F_max 6.43 eV/A. Number 5: F_max 5.70 eV/A.